(1)
The following is a quantum chemistry calculation of a cluster of 2 separate species, CF3NO2S in total in a non-equilibrium geometry, from OMol25.

Computed properties:
Gap between HOMO and LUMO (spin up / spin down) (eV): 10.6733 / 6.3469
E_HOMO (spin up / spin down) (eV): -11.2 / -9.6
Total energy (a.u.): -940.90008
Relative energy (zero: lowest compared OMol25 entry of this formula, charge and spin) (kJ/mol): 460.7

The geometry in ORCA input format:
```
! wB97M-V def2-TZVPD RIJCOSX def2/J DEFGRID3
* xyz 0 1
C -2.122 -0.208 0.182
N 2.489 0.326 -0.049
O 2.259 1.255 -0.763
O 3.448 0.096 0.610
F -2.022 0.433 -0.932
F -2.639 -1.420 0.028
F -2.688 0.446 1.122
S 1.276 -0.927 -0.196
*
```

=====

(2)
The following is a quantum chemistry calculation of an isolated molecule of C25H23N7O9 in a non-equilibrium geometry, from OMol25.

Computed properties:
Gap between HOMO and LUMO (eV): 7.3521
E_HOMO (eV): -8.8
SMILES: NC(=O)[C@H]1C[C@@]2(CC(c3cccc(NC(=O)[C@H]4CCC(=O)N4)c3)=NO2)CN1C(=O)c1cc([N+](=O)[O-])cc([N+](=O)[O-])c1
Total energy (a.u.): -2026.81622

The geometry in ORCA input format:
```
! wB97M-V def2-TZVPD RIJCOSX def2/J DEFGRID3
* xyz 0 1
N 4.232 4.222 -0.082
C 3.044 3.797 0.362
O 1.978 4.242 -0.004
C 3.162 2.676 1.423
N 3.665 1.438 0.830
C 4.973 1.241 0.633
O 5.820 2.104 0.808
C 5.368 -0.128 0.151
C 5.120 -0.514 -1.160
C 5.571 -1.748 -1.610
C 6.272 -2.611 -0.783
C 6.515 -2.206 0.520
C 6.078 -0.975 0.993
H 6.303 -0.687 2.010
N 7.250 -3.090 1.414
O 7.675 -4.117 0.945
O 7.376 -2.730 2.560
H 6.622 -3.568 -1.143
N 5.295 -2.142 -2.983
O 4.579 -1.411 -3.628
O 5.793 -3.168 -3.376
H 4.597 0.134 -1.848
C 2.634 0.427 0.711
H 2.590 0.017 -0.301
H 2.808 -0.395 1.415
C 1.326 1.139 1.098
C 0.447 1.580 -0.081
C -0.852 0.896 0.270
N -0.757 0.177 1.319
O 0.493 0.235 1.852
C -2.081 1.017 -0.489
C -3.222 0.342 -0.059
C -4.413 0.449 -0.765
C -4.468 1.233 -1.916
C -3.333 1.901 -2.339
C -2.144 1.804 -1.639
H -1.273 2.338 -1.983
H -3.381 2.510 -3.229
H -5.391 1.315 -2.463
N -5.520 -0.252 -0.274
C -6.784 -0.302 -0.761
O -7.186 0.262 -1.753
C -7.718 -1.219 0.054
N -7.306 -1.415 1.419
C -6.753 -2.622 1.697
O -6.326 -2.960 2.772
C -6.739 -3.412 0.396
H -7.047 -4.440 0.574
C -7.685 -2.650 -0.529
H -7.357 -2.648 -1.567
H -8.684 -3.083 -0.488
H -5.715 -3.432 0.016
H -7.456 -0.718 2.131
H -8.720 -0.783 -0.009
H -5.344 -0.770 0.580
H -3.157 -0.260 0.834
H 0.350 2.664 -0.133
H 0.824 1.222 -1.041
C 1.808 2.287 1.999
H 1.117 3.127 1.992
H 1.906 1.910 3.017
H 3.870 3.017 2.187
H 4.263 4.949 -0.779
H 5.091 3.786 0.233
*
```

=====

(3)
The following is a quantum chemistry calculation of the ion C7H16NO2 with charge +1 in a non-equilibrium geometry, from OMol25.

Computed properties:
Gap between HOMO and LUMO (spin up / spin down) (eV): 8.6131 / 5.7703
E_HOMO (spin up / spin down) (eV): -11.4 / -9.4
Total energy (a.u.): -481.14476
Relative energy (zero: lowest compared OMol25 entry of this formula, charge and spin) (kJ/mol): 368.8

The geometry in ORCA input format:
```
! wB97M-V def2-TZVPD RIJCOSX def2/J DEFGRID3
* xyz 1 1
C 0.173 -0.491 1.484
C 1.521 -0.776 0.625
C 1.755 0.492 -0.133
C -1.359 0.629 -0.265
C 1.423 -1.955 -0.296
C -1.836 0.321 -1.636
C -1.542 1.888 0.538
N -1.070 -0.588 0.625
O 1.954 1.534 0.576
O 1.862 0.471 -1.477
H -0.102 -1.198 2.218
H 0.289 0.449 1.965
H 2.271 -0.869 1.442
H 2.362 -2.255 -0.627
H 0.781 -1.905 -1.241
H 1.004 -2.812 0.313
H -1.943 -0.728 -1.536
H -1.164 0.402 -2.451
H -2.735 0.741 -1.964
H -2.649 2.024 0.827
H -1.281 2.680 -0.049
H -0.985 1.893 1.509
H -1.046 -1.418 0.022
H -1.737 -0.532 1.372
H 2.322 2.316 0.080
H 1.734 -0.314 -1.918
*
```

=====

(4)
The following is a quantum chemistry calculation of a cluster of 2 separate species, C4H12N2O2 in total, from OMol25.

Computed properties:
Gap between HOMO and LUMO (eV): 9.9399
E_HOMO (eV): -9.4
SMILES: NCC[C@@H](N)C=O.O
Total energy (a.u.): -419.57830
Relative energy (zero: lowest compared OMol25 entry of this formula, charge and spin) (kJ/mol): 184.3

The geometry in ORCA input format:
```
! wB97M-V def2-TZVPD RIJCOSX def2/J DEFGRID3
* xyz 0 1
O -3.196 -1.128 0.324
C -2.290 -1.103 -0.472
C -0.918 -0.613 -0.102
C -0.941 0.912 -0.263
C 0.415 1.571 -0.096
N 1.314 1.250 -1.202
N -0.619 -1.103 1.233
H -2.475 -1.391 -1.525
H -0.185 -1.106 -0.760
H -1.300 1.162 -1.272
H -1.629 1.312 0.479
H 0.268 2.659 -0.054
H 0.865 1.291 0.874
H 2.255 1.489 -0.903
H 1.274 0.252 -1.348
H -1.405 -0.963 1.865
H 0.153 -0.586 1.633
H 2.823 -1.364 -0.250
H 2.876 -1.624 1.239
O 2.716 -0.917 0.598
*
```

=====

(5)
The following is a quantum chemistry calculation of a cluster of 2 separate species, C4H12 in total in a non-equilibrium geometry, from OMol25.

Computed properties:
Gap between HOMO and LUMO (eV): 12.5105
E_HOMO (eV): -11.3
SMILES: CC.CC
Total energy (a.u.): -159.55143
Relative energy (zero: lowest compared OMol25 entry of this formula, charge and spin) (kJ/mol): 88.1

The geometry in ORCA input format:
```
! wB97M-V def2-TZVPD RIJCOSX def2/J DEFGRID3
* xyz 0 1
C 0.503 -0.007 -1.518
C 1.989 0.062 -1.253
H 0.356 -0.670 -2.419
H 0.013 -0.612 -0.773
H -0.216 0.796 -1.773
H 2.243 0.872 -0.552
H 2.554 -0.017 -2.172
H 2.163 -0.958 -0.789
C -0.521 -0.230 1.558
C -1.945 0.231 1.218
H 0.127 0.599 1.833
H -0.546 -0.762 2.508
H -0.048 -0.759 0.765
H -2.047 1.325 1.228
H -2.304 -0.082 0.247
H -2.610 -0.199 1.976
*
```

=====

(6)
The following is a quantum chemistry calculation of an isolated molecule of C4H4O3, from OMol25.

Computed properties:
Gap between HOMO and LUMO (eV): 9.5076
E_HOMO (eV): -9.8
SMILES: CC(=O)C(=O)C=O
Total energy (a.u.): -380.49161
Relative energy (zero: lowest compared OMol25 entry of this formula, charge and spin) (kJ/mol): 145.5

The geometry in ORCA input format:
```
! wB97M-V def2-TZVPD RIJCOSX def2/J DEFGRID3
* xyz 0 1
C -1.586 0.313 -0.504
C -0.509 -0.701 -0.237
O -0.524 -1.838 -0.649
C 0.665 -0.335 0.691
O 0.589 -0.607 1.868
C 1.981 0.314 0.251
O 2.035 1.477 -0.057
H -1.844 0.860 0.409
H -2.463 -0.201 -0.906
H -1.224 1.042 -1.240
H 2.879 -0.325 0.375
*
```

=====

(7)
The following is a quantum chemistry calculation of a cluster of 7 separate species, C4H21O7 in total, from OMol25.

Computed properties:
Gap between HOMO and LUMO (eV): 9.5573
E_HOMO (eV): -6.3
Total energy (a.u.): -691.73569
Relative energy (zero: lowest compared OMol25 entry of this formula, charge and spin) (kJ/mol): 0.0

The geometry in ORCA input format:
```
! wB97M-V def2-TZVPD RIJCOSX def2/J DEFGRID3
* xyz -1 1
O 0.651 0.122 0.297
H 0.850 0.942 -0.159
C -2.583 2.781 0.797
C -2.593 1.501 -0.010
O -2.079 0.408 0.736
H -1.580 2.971 1.174
H -3.265 2.692 1.645
H -2.920 3.633 0.194
H -1.998 1.616 -0.932
H -3.593 1.218 -0.351
H -1.100 0.487 0.672
C -0.771 -3.006 -1.287
C 0.671 -3.183 -0.849
O 1.435 -2.035 -1.163
H -1.436 -3.850 -1.094
H -0.809 -2.716 -2.338
H -1.195 -2.163 -0.720
H 1.139 -4.045 -1.340
H 0.698 -3.401 0.228
H 1.120 -1.312 -0.564
O 0.645 1.930 2.636
H 0.465 1.105 2.142
H 1.201 2.424 2.026
O 3.347 1.375 -0.312
H 3.020 2.181 -0.723
H 2.543 0.899 -0.017
O 1.022 -1.652 2.346
H 0.875 -1.000 1.615
H 1.958 -1.560 2.545
O 1.315 0.782 -2.699
H 0.787 0.468 -1.949
H 2.182 0.389 -2.545
*
```

=====

(8)
The following is a quantum chemistry calculation of a cluster of 2 separate species, C5H13N2O in total in a non-equilibrium geometry, from OMol25.

Computed properties:
Gap between HOMO and LUMO (eV): 9.3948
E_HOMO (eV): -12.8
Total energy (a.u.): -382.74903
Relative energy (zero: lowest compared OMol25 entry of this formula, charge and spin) (kJ/mol): 295.7

The geometry in ORCA input format:
```
! wB97M-V def2-TZVPD RIJCOSX def2/J DEFGRID3
* xyz 1 1
C 0.234 0.382 1.355
C -0.128 1.333 0.269
C -1.213 0.611 -0.401
C -1.043 0.455 -1.742
C -2.927 -0.721 -0.127
N -2.476 0.460 0.208
N 0.914 -0.789 0.797
H -0.665 -0.012 1.897
H 0.920 0.866 2.021
H -0.467 2.230 0.702
H 0.730 1.515 -0.369
H 0.009 0.775 -2.109
H -1.821 0.297 -2.466
H -2.280 -1.572 -0.424
H -3.907 -0.990 0.161
H 1.337 -1.365 1.575
H 1.613 -0.561 0.085
H 0.206 -1.420 0.416
H 3.862 0.170 -0.879
H 3.869 -1.092 -0.225
O 3.233 -0.570 -0.745
*
```